1.
This record from the Open Molecules 2025 dataset describes a molecular structure, C27H20ClF3N2NiS5Sb at a distorted geometry. The level of theory is wB97M-V/def2-TZVPD.

The calculation puts the energy above the lowest of the compared OMol25 structures with the same formula, charge and spin at 12.7 kcal/mol. The highest occupied orbital energy (alpha / beta) comes out at -3.804 / -3.806 eV. As for the multiplicity: 1. The calculation puts the HOMO-LUMO gap (alpha / beta) at 5.8 / 5.8 eV. The LUMO energy (alpha / beta) is 2.036 / 2.036 eV. The value obtained for the total energy is -153738.21773 eV. Its total charge is -1.

Cartesian coordinates (Å):
Ni: -0.0174 -0.4123 0.2235
S: 6.4294 2.6065 1.7796
C: 5.0119 1.8158 1.4278
S: 4.4815 1.4505 -0.1634
C: 2.9531 0.7047 0.2348
C: 2.6559 0.6592 1.5266
S: 1.1572 0.0326 2.1532
S: 3.8641 1.3235 2.6001
S: 1.8827 0.1310 -1.0258
F: -6.5687 5.0041 -0.5151
C: -5.4034 4.3136 -0.4938
C: -4.6234 4.2903 -1.6283
C: -3.4171 3.5896 -1.5955
C: -2.9932 2.9195 -0.4381
C: -3.8472 2.9460 0.6729
C: -5.0483 3.6494 0.6588
Sb: -1.1032 1.8365 -0.3116
C: -0.4165 2.5713 -2.2112
C: -0.4702 1.6990 -3.2995
C: -0.1121 2.1097 -4.5801
C: 0.3053 3.4120 -4.7526
F: 0.6583 3.8235 -5.9934
C: 0.3756 4.3110 -3.7115
C: 0.0052 3.8805 -2.4396
C: -0.0883 3.2894 0.8770
C: 1.2008 3.6939 0.5301
C: 1.9140 4.5834 1.3278
C: 1.3161 5.0469 2.4785
F: 1.9924 5.9204 3.2590
C: 0.0531 4.6578 2.8702
C: -0.6477 3.7740 2.0572
H: -4.9540 4.8124 -2.5180
H: -2.8075 3.5756 -2.4917
H: -3.5886 2.3888 1.5687
H: -5.7033 3.6787 1.5210
H: -0.7820 0.6698 -3.1534
H: -0.1427 1.4358 -5.4286
H: 0.7064 5.3267 -3.8986
H: 0.0511 4.5860 -1.6157
H: 1.6691 3.3080 -0.3680
H: 2.9211 4.8976 1.0726
H: -0.3613 5.0316 3.7986
H: -1.6375 3.4609 2.3686
N: -2.4146 -3.4166 -4.7030
C: -1.8619 -2.7556 -3.6295
C: -0.4841 -2.7536 -3.4053
C: 0.0205 -2.1133 -2.2919
N: -0.7467 -1.4748 -1.4049
C: -2.0679 -1.4749 -1.6187
C: -2.6638 -2.0899 -2.6972
H: -1.8124 -3.6783 -5.4617
H: -3.3648 -3.2105 -4.9504
H: 0.1935 -3.2407 -4.0980
H: 1.0874 -2.0904 -2.0943
H: -2.6657 -0.9425 -0.8868
H: -3.7414 -2.0496 -2.8137
Cl: -2.8113 -0.2456 1.9403
C: -1.3433 -1.2666 1.4427
H: -1.7955 -2.1650 1.0308
H: -0.8828 -1.5205 2.3887

Cartesian forces (eV/Å) of the 6 atoms listed first:
Ni 1.0 -1.4 0.8
S -0.1 -0.1 0.0
C 0.0 0.2 0.0
S 0.1 0.0 -0.3
C 0.1 0.0 -1.1
C -0.3 0.0 0.9

Löwdin population analysis, charges in e, atoms 1 to 6: -0.279 0.433 -1.544 0.874 -1.140 -1.134


2.
This record from the Open Molecules 2025 dataset describes a molecular structure, C27H20ClF9OOsP at a distorted geometry. The level of theory is wB97M-V/def2-TZVPD.

The calculation puts the energy above the lowest of the compared OMol25 structures with the same formula, charge and spin at 0.0 kcal/mol. The highest occupied orbital energy (alpha / beta) comes out at -10.883 / -12.418 eV. As for the multiplicity: 5. The calculation puts the HOMO-LUMO gap (alpha / beta) at 7.4 / 5.6 eV. The LUMO energy (alpha / beta) is -3.435 / -6.854 eV. The value obtained for the total energy is -79097.05671 eV. Its total charge is +1.

Cartesian coordinates (Å):
C: 0.3389 -0.2659 1.5165
C: 0.3460 1.1254 1.8508
C: -0.9927 1.6326 1.6387
H: 1.2058 1.6712 2.2166
C: -1.8005 0.5551 1.1516
C: -0.9830 -0.6105 1.0932
H: -1.3502 -1.5848 0.8306
H: 1.1707 -0.9438 1.6360
H: -1.3456 2.6406 1.8350
H: -2.8506 0.5821 0.8928
Os: -0.1393 0.8773 -0.1631
Cl: -1.6603 0.8199 -1.9850
P: 0.3348 2.9294 -0.9185
C: -1.0219 4.1040 -0.3776
C: -0.7571 5.3844 0.1421
H: 0.2405 5.6351 0.4993
C: -1.7910 6.3316 0.1893
H: -1.5691 7.3451 0.5205
C: -3.0893 5.9855 -0.1883
H: -3.8753 6.7377 -0.2189
C: -3.3891 4.6645 -0.5138
H: -4.4069 4.3324 -0.7142
C: -2.3563 3.7327 -0.5909
H: -2.5967 2.7039 -0.8541
C: 1.8417 3.8108 -0.2906
C: 2.0270 3.9772 1.0970
H: 1.2977 3.5765 1.7965
C: 3.1099 4.7036 1.6046
H: 3.2571 4.7597 2.6865
C: 3.9721 5.3752 0.7304
H: 4.7658 6.0130 1.1246
C: 3.7899 5.2223 -0.6487
H: 4.4337 5.7673 -1.3427
C: 2.7895 4.3871 -1.1550
H: 2.7342 4.1976 -2.2313
C: 0.4124 3.2187 -2.7229
C: -0.1401 4.3732 -3.3002
H: -0.8410 4.9884 -2.7368
C: 0.2005 4.7240 -4.6105
H: -0.1777 5.6568 -5.0337
C: 1.0265 3.8873 -5.3699
H: 1.3522 4.1964 -6.3676
C: 1.4161 2.6463 -4.8530
H: 1.9885 1.9423 -5.4620
C: 1.0783 2.2900 -3.5454
H: 1.3266 1.2902 -3.1733
F: -1.3323 -3.1235 -0.4592
C: -0.4800 -3.2727 -1.5109
F: -0.2669 -4.6033 -1.6591
F: -1.1183 -2.8088 -2.6074
C: 0.8824 -2.4287 -1.2864
O: 0.6893 -1.1314 -1.0725
C: 1.7066 -3.1031 -0.0943
F: 2.1679 -4.3279 -0.4250
F: 2.7619 -2.3259 0.2604
F: 0.9046 -3.2230 1.0029
C: 1.7377 -2.5723 -2.6450
F: 1.8351 -3.8733 -3.0257
F: 1.1190 -1.8680 -3.6222
F: 2.9901 -2.0770 -2.5008

Cartesian forces (eV/Å) of the 6 atoms listed first:
C -0.2 -1.2 3.0
C -0.3 -0.5 1.4
C -1.1 -0.1 1.8
H -0.2 -0.1 -0.1
C -0.8 0.5 2.2
C -0.1 -1.2 1.9

Löwdin population analysis, charges in e, atoms 1 to 6: -0.204 -0.198 -0.189 0.117 -0.201 -0.183


3.
This record from the Open Molecules 2025 dataset describes a molecular structure, C27H20IrN5O2. The level of theory is wB97M-V/def2-TZVPD.

The highest occupied orbital energy (alpha / beta) comes out at -16.202 / -16.202 eV. As for the multiplicity: 2. The calculation puts the HOMO-LUMO gap (alpha / beta) at 5.3 / 3.5 eV. The LUMO energy (alpha / beta) is -10.873 / -12.713 eV. The value obtained for the total energy is -42677.52145 eV. Its total charge is +3.

Cartesian coordinates (Å):
Ir: -0.5517 -1.4315 -1.1450
C: -3.4423 -1.1982 -2.5022
O: -2.6292 -1.3034 -1.2833
C: -3.2365 -1.5006 -0.0519
C: -4.5949 -1.4199 0.1495
C: -5.0800 -1.6516 1.4345
C: -4.2233 -1.9509 2.4903
C: -2.8619 -2.0227 2.2819
C: -2.3613 -1.7911 1.0005
N: -0.9773 -1.8577 0.6877
N: -0.1545 -2.1471 1.5867
C: 1.1844 -2.3379 1.3803
C: 1.8380 -2.3684 0.1056
O: 1.1764 -2.1817 -1.0394
C: 3.1908 -2.6663 0.0097
C: 3.9366 -2.9109 1.1528
C: 3.3414 -2.8845 2.4217
C: 4.1109 -3.1542 3.5805
C: 3.5270 -3.1585 4.8572
C: 2.1818 -2.8975 4.9807
C: 1.3968 -2.6263 3.8442
C: 1.9607 -2.6089 2.5506
H: -4.1167 -2.0497 -2.5385
H: -2.7394 -1.2367 -3.3283
H: -3.9734 -0.2500 -2.4857
H: -5.2776 -1.1953 -0.6571
H: -6.1464 -1.6009 1.6093
H: -4.6294 -2.1298 3.4758
H: -2.1846 -2.2567 3.0891
H: 3.6418 -2.7037 -0.9728
H: 4.9940 -3.1301 1.0640
H: 5.1688 -3.3643 3.4745
H: 4.1353 -3.3690 5.7264
H: 1.7130 -2.9022 5.9558
H: 0.3416 -2.4329 3.9717
N: 3.2357 7.8425 -4.3783
C: 2.6595 6.9535 -3.9379
C: 1.9388 5.8418 -3.3830
C: 2.6399 4.7465 -2.8818
C: 1.9512 3.6770 -2.3385
C: 0.5661 3.7141 -2.3180
C: -0.1482 4.7916 -2.8155
C: 0.5463 5.8650 -3.3460
N: -0.1602 2.5945 -1.7645
C: -1.3234 2.6683 -1.0324
C: -1.6893 1.3998 -0.7282
N: -0.7551 0.5510 -1.2908
C: 0.1709 1.3120 -1.8908
H: 3.7205 4.7458 -2.9059
H: 2.5010 2.8490 -1.9097
H: -1.2301 4.7968 -2.8233
H: 0.0117 6.7165 -3.7430
H: -1.7730 3.6097 -0.7686
H: -2.5402 1.0580 -0.1667
H: 1.0191 0.9578 -2.4539

Cartesian forces (eV/Å) of the 6 atoms listed first:
Ir -0.7 -0.1 -0.3
C 0.0 0.0 0.1
O 0.0 0.0 0.0
C 0.1 0.0 -0.2
C 0.0 0.0 0.1
C 0.0 0.0 -0.1

Löwdin population analysis, charges in e, atoms 1 to 6: 1.547 0.045 -0.315 -0.223 0.036 0.020


4.
This record from the Open Molecules 2025 dataset describes a molecular structure, C27H20N6O4S2W at a distorted geometry. The level of theory is wB97M-V/def2-TZVPD.

The calculation puts the energy above the lowest of the compared OMol25 structures with the same formula, charge and spin at 0.0 kcal/mol. The highest occupied orbital energy (alpha / beta) comes out at -13.252 / -13.682 eV. As for the multiplicity: 3. The calculation puts the HOMO-LUMO gap (alpha / beta) at 5.5 / 6.3 eV. The LUMO energy (alpha / beta) is -7.771 / -7.388 eV. The value obtained for the total energy is -68937.71170 eV. Its total charge is +2.

Cartesian coordinates (Å):
W: -0.2598 0.6092 0.1501
C: -1.8589 3.9774 4.1888
S: -0.9228 2.4960 4.6612
C: -0.6020 1.7730 3.1176
S: -1.6045 1.9647 1.7074
N: 0.4581 0.9985 3.0780
N: 0.6188 0.3452 1.8858
C: 2.0231 -0.3345 1.9384
C: 1.9672 -1.6401 -0.0198
C: 2.8519 -2.5141 -0.6403
C: 3.0290 -2.3889 -2.0149
C: 2.3200 -1.3915 -2.7371
C: 1.4400 -0.5874 -2.0735
N: 1.2238 -0.7871 -0.7473
H: -2.3123 4.3492 5.1013
H: -2.6189 3.7192 3.4593
H: -1.1828 4.7334 3.7930
H: 2.1842 -0.4236 3.0270
H: 3.3756 -3.2411 -0.0366
H: 3.6820 -3.0762 -2.5408
H: 2.4233 -1.2429 -3.8055
H: 0.9375 0.2632 -2.5231
O: 4.3721 0.2371 1.5362
C: 3.0559 0.4911 1.2854
O: 1.8740 -1.6692 1.3610
C: 2.8167 1.6007 0.4117
C: 3.8755 2.4644 0.0755
C: 3.6349 3.6050 -0.6926
C: 2.3408 3.8987 -1.1425
C: 1.3330 3.0061 -0.8247
N: 1.5374 1.9110 -0.0862
C: -0.0531 3.1742 -1.3704
O: -0.4413 4.0740 -2.0691
O: -0.8508 2.1385 -1.0318
H: 4.5221 -0.5690 2.0766
H: 4.8460 2.1705 0.4279
H: 4.4397 4.2574 -1.0012
H: 2.0743 4.7595 -1.7256
C: -2.3138 -0.3690 -3.8141
C: -1.6088 0.2727 -2.7868
N: -1.5166 -0.2302 -1.5297
C: -2.2263 -1.3761 -1.2953
C: -3.0068 -2.0577 -2.2906
C: -3.0306 -1.5441 -3.5941
C: -3.7602 -3.2177 -1.8937
C: -3.7448 -3.6703 -0.6093
C: -2.9717 -3.0017 0.4089
C: -2.9477 -3.4099 1.7575
C: -2.1936 -2.6671 2.6606
C: -1.4385 -1.5746 2.2489
N: -1.4331 -1.1821 0.9454
C: -2.1991 -1.8660 0.0477
H: -2.3275 0.0814 -4.7974
H: -1.0835 1.1874 -3.0019
H: -3.5841 -2.0430 -4.3781
H: -4.3574 -3.7043 -2.6470
H: -4.3053 -4.5495 -0.3222
H: -3.5162 -4.2888 2.0571
H: -2.1600 -2.9445 3.7049
H: -0.8245 -0.9968 2.9304

Cartesian forces (eV/Å) of the 6 atoms listed first:
W -1.3 0.9 0.1
C 0.2 -0.2 -0.1
S -0.1 0.2 -0.1
C -0.2 0.0 -0.4
S 0.8 -0.4 0.1
N -0.2 -0.5 -0.8

Löwdin population analysis, charges in e, atoms 1 to 6: 1.583 -0.369 0.920 -1.035 0.769 -0.069